# 1
C36H55CeClO2P4 | ωB97M-V/def2-TZVPD

Results
* M: 819.3 g/mol
* HOMO energy (spin up / spin down): -10.52 / -10.52 eV
* total charge: +2
* Kohn-Sham gap (spin up / spin down): 3.663 / 3.657 eV
* lowest unoccupied orbital energy (spin up / spin down): -6.86 / -6.86 eV

```
99
C36H55CeClO2P4 | the Open Molecules 2025 dataset | ωB97M-V/def2-TZVPD
P 1.73 1.16 -5.83
C 3.43 1.38 -5.41
C 4.49 0.76 -6.11
H 4.30 -0.09 -6.76
C 5.77 1.30 -5.99
H 6.58 0.94 -6.61
C 6.01 2.36 -5.11
H 6.98 2.85 -5.07
C 4.99 2.82 -4.25
H 5.21 3.58 -3.50
C 3.69 2.33 -4.40
H 2.86 2.66 -3.76
C 1.01 -0.44 -5.74
C 1.73 -1.44 -5.05
H 2.60 -1.18 -4.46
C 1.33 -2.77 -5.17
H 1.90 -3.56 -4.69
C 0.22 -3.11 -5.97
H -0.01 -4.17 -6.14
C -0.53 -2.10 -6.59
H -1.39 -2.39 -7.20
C -0.16 -0.76 -6.47
H -0.73 0.00 -7.00
C 0.68 2.55 -5.95
C 0.74 3.52 -6.99
H 1.58 3.54 -7.67
C -0.33 4.39 -7.14
H -0.35 5.11 -7.96
C -1.42 4.36 -6.26
H -2.27 5.03 -6.38
C -1.41 3.47 -5.16
H -2.22 3.50 -4.44
C -0.36 2.58 -4.99
H -0.28 1.91 -4.13
Ce 0.31 -0.04 0.38
C -1.70 -1.43 -0.23
C -2.05 -1.55 -1.52
H -2.22 -2.00 0.56
C -1.31 -0.70 -2.60
O -2.35 0.00 -3.35
H -1.98 0.55 -4.08
C -0.45 0.26 -1.88
H -0.70 -1.38 -3.25
C -0.29 1.41 -1.22
Cl 2.33 1.50 0.85
P -1.45 2.53 -0.19
P 2.10 -2.16 -0.48
C -0.96 3.47 1.29
H 0.12 3.64 1.35
H -1.28 2.99 2.23
H -1.46 4.45 1.25
C -1.83 3.79 -1.40
H -2.59 3.41 -2.09
H -0.93 4.05 -1.95
H -2.22 4.68 -0.89
C -3.07 1.83 0.23
H -3.04 1.18 1.12
H -3.48 1.25 -0.60
H -3.76 2.66 0.45
C 2.81 -2.46 1.19
H 2.11 -3.02 1.83
H 3.02 -1.50 1.69
H 3.75 -3.01 1.08
C 1.19 -3.71 -0.81
H 0.77 -3.68 -1.82
H 0.35 -3.81 -0.11
H 1.85 -4.59 -0.71
C 3.56 -2.35 -1.54
H 3.91 -1.35 -1.83
H 3.33 -2.91 -2.46
H 4.37 -2.86 -1.00
P -3.37 -2.68 -2.10
C -3.92 -3.71 -0.73
C -2.75 -3.73 -3.42
H -4.02 -3.11 0.18
H -3.21 -4.52 -0.55
H -4.89 -4.17 -0.98
H -2.54 -3.13 -4.32
H -3.49 -4.50 -3.67
H -1.83 -4.23 -3.10
C -4.79 -1.75 -2.69
H -5.07 -1.00 -1.95
H -5.65 -2.42 -2.86
H -4.54 -1.25 -3.63
H 0.72 1.91 -1.26
C 0.23 -1.43 4.37
C -0.28 -0.12 3.78
C -1.72 0.11 4.22
C 0.61 1.01 4.28
O -0.23 -0.16 2.35
H 0.09 -1.39 5.46
H 1.29 -1.57 4.16
H -0.32 -2.30 3.99
H -1.76 0.11 5.32
H -2.09 1.08 3.86
H -2.38 -0.68 3.85
H 1.65 0.86 3.98
H 0.30 1.98 3.87
H 0.54 1.03 5.37
```

These are the Mulliken partial charges, in e, on atoms 1 to 8: number 1, P, carries 0.31; number 2, C, carries 0.36; number 3, C, carries -0.19; number 4, H, carries 0.45; number 5, C, carries -0.62; number 6, H, carries 0.39; number 7, C, carries -0.42; number 8, H, carries 0.39

# 2
C36H55N12O3S3SbTl | ωB97M-V/def2-TZVPD

Results
* M: 1126.3 g/mol
* HOMO energy: -4.55 eV
* total charge: -1
* Kohn-Sham gap: 6.600 eV
* relative energy (zero: lowest compared OMol25 entry of this formula, charge and spin): 0.455 eV
* lowest unoccupied orbital energy: 2.05 eV

```
111
C36H55N12O3S3SbTl | the Open Molecules 2025 dataset | ωB97M-V/def2-TZVPD
Tl -0.88 0.38 0.98
N -4.17 -4.43 4.95
C -2.92 -3.75 4.82
C -2.08 -3.66 5.94
C -0.90 -2.95 5.89
C -0.54 -2.28 4.70
C -1.34 -2.44 3.59
C -2.52 -3.13 3.65
S 0.93 -1.22 4.71
O 1.99 -1.86 3.94
O 1.27 -0.92 6.09
N 0.30 0.03 3.93
C 0.79 1.28 3.92
N 1.86 1.66 4.66
C 2.19 2.94 4.64
C 1.55 3.89 3.86
C 0.53 3.38 3.09
N 0.10 2.13 3.08
H -4.58 -4.32 5.85
H -4.85 -4.21 4.24
H -2.32 -4.15 6.86
H -0.28 -2.82 6.74
H -1.06 -1.98 2.66
H -3.22 -3.13 2.79
H 3.04 3.22 5.32
H 1.88 4.90 3.84
H 0.05 4.08 2.41
S -3.74 0.42 0.90
C -3.87 -1.33 0.64
C -5.19 -1.91 0.63
C -5.38 -3.22 0.22
C -4.26 -4.00 -0.09
C -3.02 -3.40 0.07
N -2.82 -2.12 0.38
H -6.04 -1.28 0.87
H -6.38 -3.62 0.23
H -4.36 -5.03 -0.42
H -2.14 -3.99 -0.12
C 3.76 2.46 -1.61
S 3.01 1.22 -0.56
O 3.33 -0.14 -1.16
C 4.14 1.50 0.81
C 4.99 0.49 1.19
C 5.89 0.73 2.23
C 5.93 1.97 2.84
C 4.99 2.91 2.53
C 4.09 2.70 1.50
H 4.76 2.06 -1.88
H 3.79 3.42 -1.06
H 3.15 2.68 -2.48
H 4.96 -0.49 0.63
H 6.62 -0.04 2.53
H 6.67 2.16 3.61
H 4.91 3.82 3.06
H 3.35 3.47 1.29
C 3.47 -3.19 0.83
Sb 1.34 -2.74 0.69
C 0.60 -4.40 1.82
C 1.08 -3.77 -1.24
H 3.51 -4.29 0.83
H 3.92 -2.77 1.71
H 4.01 -2.77 0.00
H 1.19 -5.29 1.55
H -0.43 -4.62 1.65
H 0.76 -4.19 2.85
H 1.81 -4.58 -1.31
H 1.27 -3.09 -2.05
H 0.07 -4.16 -1.33
C -0.03 3.22 -1.57
N -0.01 4.04 -2.80
C -0.58 5.33 -2.45
N -1.99 5.23 -1.92
C -1.94 4.33 -0.73
N -1.40 3.04 -1.07
C -2.24 2.42 -2.11
N -2.28 3.27 -3.35
C -0.89 3.44 -3.80
C -2.80 4.60 -2.95
H 0.60 3.73 -0.85
H 0.37 2.24 -1.84
H -0.60 5.96 -3.32
H -0.05 5.82 -1.63
H -2.96 4.19 -0.33
H -1.27 4.80 0.00
H -3.22 2.19 -1.71
H -1.70 1.51 -2.41
H -0.86 3.99 -4.73
H -0.52 2.45 -4.06
H -3.83 4.51 -2.60
H -2.73 5.28 -3.85
C -1.97 -0.18 -5.17
N -1.49 -0.77 -3.94
C -2.51 -0.99 -2.93
C -0.18 -0.62 -3.58
N 0.17 -0.42 -2.37
N 0.70 -0.78 -4.66
C 0.46 -1.94 -5.50
C 2.08 -0.48 -4.43
H -2.51 0.76 -5.07
H -2.63 -0.85 -5.71
H -1.11 0.05 -5.82
H -3.26 -1.64 -3.39
H -3.04 -0.11 -2.55
H -2.07 -1.48 -2.03
H 1.17 -0.50 -2.22
H -0.57 -2.02 -5.78
H 0.84 -2.90 -5.08
H 1.01 -1.81 -6.44
H 2.62 -1.21 -3.82
H 2.11 0.48 -3.92
H 2.57 -0.43 -5.42
```

These are the Mulliken partial charges, in e, on atoms 1 to 8: number 1, Tl, carries 0.84; number 2, N, carries -0.60; number 3, C, carries 0.62; number 4, C, carries -0.74; number 5, C, carries -0.61; number 6, C, carries -0.37; number 7, C, carries 0.65; number 8, C, carries -0.24

# 3
C36H56BN8O8 | ωB97M-V/def2-TZVPD

Results
* M: 739.7 g/mol
* HOMO energy: -7.47 eV
* total charge: -1
* Kohn-Sham gap: 9.410 eV
* relative energy (zero: lowest compared OMol25 entry of this formula, charge and spin): 3.412 eV
* lowest unoccupied orbital energy: 1.94 eV

```
109
C36H56BN8O8 | the Open Molecules 2025 dataset | ωB97M-V/def2-TZVPD
O 25.75 -23.48 -31.81
C 24.67 -23.42 -31.22
O 23.77 -24.51 -30.99
B 22.60 -24.16 -30.15
O 22.87 -22.75 -29.83
C 24.08 -22.38 -30.31
O 24.66 -21.30 -30.11
O 22.46 -24.95 -28.86
C 21.51 -25.79 -29.04
O 21.29 -26.74 -28.27
C 20.67 -25.26 -30.27
O 21.28 -24.33 -30.83
O 19.63 -25.65 -30.64
C 21.58 -21.80 -34.62
C 21.58 -20.22 -34.74
C 22.01 -19.49 -33.47
C 21.43 -18.11 -33.40
N 20.93 -17.08 -33.40
H 21.32 -22.22 -35.58
H 20.86 -22.23 -33.92
H 22.57 -22.07 -34.25
H 20.59 -19.87 -35.04
H 22.17 -19.98 -35.63
H 23.09 -19.35 -33.48
H 21.66 -19.98 -32.56
C 28.30 -27.02 -29.23
C 27.38 -26.68 -28.08
C 26.16 -27.61 -27.90
C 26.49 -29.02 -27.95
N 26.80 -30.15 -28.01
H 27.61 -27.34 -30.02
H 29.01 -27.85 -29.23
H 28.88 -26.16 -29.55
H 27.15 -25.62 -28.15
H 27.97 -26.73 -27.16
H 25.45 -27.38 -28.69
H 25.70 -27.42 -26.93
C 14.59 -26.76 -24.62
C 16.04 -26.32 -24.42
C 17.09 -27.21 -25.06
C 16.74 -27.86 -26.33
N 16.46 -28.37 -27.30
H 14.01 -25.85 -24.51
H 14.24 -27.59 -24.00
H 14.38 -27.04 -25.65
H 16.29 -26.36 -23.36
H 16.25 -25.31 -24.77
H 17.40 -28.00 -24.37
H 17.87 -26.48 -25.30
C 20.69 -33.22 -26.05
C 22.10 -32.97 -26.65
C 22.14 -31.90 -27.81
C 20.94 -31.67 -28.63
N 19.96 -31.64 -29.26
H 20.11 -32.37 -25.69
H 20.81 -33.78 -25.13
H 20.05 -33.79 -26.73
H 22.57 -33.88 -27.01
H 22.69 -32.66 -25.78
H 22.93 -32.15 -28.51
H 22.41 -30.91 -27.44
C 32.70 -20.00 -32.27
C 31.25 -20.40 -31.81
C 30.25 -20.35 -32.98
C 29.96 -18.96 -33.35
N 29.72 -17.86 -33.63
H 33.00 -19.10 -32.80
H 33.12 -20.75 -32.93
H 33.35 -20.10 -31.40
H 30.93 -19.82 -30.94
H 31.47 -21.44 -31.56
H 29.37 -20.91 -32.70
H 30.60 -20.88 -33.87
C 20.58 -20.76 -25.33
C 21.96 -21.33 -25.23
C 22.25 -21.75 -23.77
C 21.20 -22.47 -23.11
N 20.38 -23.07 -22.56
H 19.77 -21.46 -25.14
H 20.24 -20.34 -26.28
H 20.41 -19.99 -24.57
H 22.73 -20.67 -25.62
H 21.89 -22.19 -25.90
H 22.35 -20.85 -23.17
H 23.20 -22.27 -23.64
C 17.19 -20.74 -31.37
C 16.39 -21.22 -30.11
C 15.28 -20.26 -29.54
C 15.77 -18.83 -29.21
N 16.16 -17.73 -29.01
H 16.58 -20.77 -32.27
H 18.02 -21.43 -31.49
H 17.55 -19.73 -31.19
H 17.15 -21.33 -29.33
H 16.10 -22.25 -30.27
H 14.69 -20.69 -28.74
H 14.68 -20.08 -30.43
C 17.32 -25.08 -36.29
C 16.21 -25.89 -35.62
C 16.61 -26.31 -34.21
C 15.94 -27.36 -33.50
N 15.39 -28.25 -33.00
H 17.07 -24.81 -37.31
H 18.22 -25.68 -36.19
H 17.42 -24.22 -35.63
H 15.99 -26.75 -36.26
H 15.25 -25.37 -35.68
H 16.43 -25.38 -33.66
H 17.69 -26.41 -34.11
```

These are the Mulliken partial charges, in e, on atoms 1 to 8: number 1, O, carries -0.63; number 2, C, carries 0.65; number 3, O, carries -0.43; number 4, B, carries 1.11; number 5, O, carries -0.45; number 6, C, carries 0.55; number 7, O, carries -0.64; number 8, O, carries -0.51

# 4
C36H56N2O14 | ωB97M-V/def2-TZVPD

Results
* M: 740.8 g/mol
* HOMO energy: -9.72 eV
* Kohn-Sham gap: 10.146 eV
* structure (SMILES): O=C1CCCO1.O=C1CCCO1.O=C1CCCO1.O=C1CCCO1.O=C1CCCO1.O=C1CCCO1.O=C1CCCO1.CCCC#N.CCCC#N
* lowest unoccupied orbital energy: 0.43 eV

```
108
C36H56N2O14 | the Open Molecules 2025 dataset | ωB97M-V/def2-TZVPD
O 0.53 -3.46 -2.86
C -0.57 -3.95 -2.97
O -1.61 -3.55 -2.22
C -2.79 -4.35 -2.44
C -2.55 -4.98 -3.86
C -1.03 -4.89 -4.05
H -3.65 -3.70 -2.46
H -2.92 -5.09 -1.59
H -3.11 -4.37 -4.58
H -2.91 -6.01 -3.89
H -0.70 -4.48 -5.02
H -0.59 -5.90 -3.98
O 2.93 1.79 -2.25
C 3.33 1.87 -1.12
O 3.00 1.01 -0.17
C 3.63 1.35 1.07
C 4.76 2.33 0.78
C 4.18 2.94 -0.51
H 3.95 0.39 1.53
H 2.83 1.79 1.67
H 5.78 1.91 0.69
H 4.84 3.00 1.63
H 4.91 3.34 -1.23
H 3.49 3.73 -0.27
O 0.67 2.23 1.69
C 0.28 3.28 1.20
O -0.89 3.36 0.53
C -1.16 4.80 0.26
C 0.16 5.58 0.35
C 1.01 4.63 1.26
H -1.71 5.09 1.14
H -1.74 4.81 -0.64
H -0.01 6.59 0.72
H 0.68 5.66 -0.61
H 1.08 4.92 2.33
H 2.01 4.59 0.84
O -0.56 4.06 3.82
C -0.77 3.06 4.50
O -1.94 2.84 5.02
C -1.97 1.56 5.67
C -0.53 1.11 5.78
C 0.12 1.88 4.65
H -2.58 0.90 5.07
H -2.49 1.62 6.63
H -0.45 0.05 5.77
H -0.21 1.46 6.74
H -0.04 1.37 3.69
H 1.20 2.06 4.82
O -4.55 0.89 2.96
C -4.84 1.87 2.37
O -6.11 2.34 2.30
C -6.15 3.50 1.41
C -4.74 4.00 1.44
C -3.97 2.70 1.50
H -6.80 4.24 1.80
H -6.50 3.14 0.45
H -4.64 4.68 2.27
H -4.62 4.55 0.52
H -2.95 2.86 1.84
H -3.94 2.16 0.54
O -2.64 0.36 -2.03
C -2.37 -0.21 -0.98
O -3.36 -0.37 -0.03
C -2.80 -1.16 1.09
C -1.30 -1.06 0.92
C -1.07 -0.79 -0.59
H -3.23 -2.16 1.02
H -3.18 -0.69 2.00
H -0.87 -1.98 1.28
H -0.85 -0.29 1.51
H -0.95 -1.68 -1.17
H -0.28 -0.10 -0.81
O -0.65 4.84 -3.08
C -0.37 3.76 -3.49
O -0.19 3.54 -4.81
C 0.44 2.25 -5.03
C 0.05 1.39 -3.87
C -0.23 2.44 -2.79
H 1.52 2.41 -5.12
H 0.14 1.91 -6.02
H 0.75 0.59 -3.55
H -0.82 0.81 -4.09
H 0.47 2.45 -1.97
H -1.16 2.20 -2.26
C 3.78 -2.34 -0.63
C 4.93 -2.34 -1.62
C 5.92 -3.45 -1.31
C 5.37 -4.81 -1.62
N 4.82 -5.76 -2.00
H 3.02 -1.61 -0.95
H 4.10 -2.05 0.39
H 3.21 -3.29 -0.59
H 5.38 -1.36 -1.68
H 4.58 -2.55 -2.64
H 6.22 -3.48 -0.28
H 6.84 -3.34 -1.92
C 2.25 -5.96 0.32
C 1.08 -5.19 0.85
C -0.25 -5.81 0.28
C -1.47 -5.22 0.77
N -2.40 -4.72 1.21
H 2.37 -5.79 -0.73
H 2.23 -7.05 0.52
H 3.12 -5.61 0.83
H 1.22 -4.16 0.59
H 1.00 -5.24 1.94
H -0.22 -6.86 0.41
H -0.25 -5.64 -0.81
```

These are the Mulliken partial charges, in e, on atoms 1 to 8: number 1, O, carries -0.55; number 2, C, carries 0.33; number 3, O, carries -0.18; number 4, C, carries -0.44; number 5, C, carries -0.60; number 6, C, carries -0.48; number 7, H, carries 0.34; number 8, H, carries 0.23